[1]
C19H21AuNO8S2 | wB97M-V/def2-TZVPD

Output
Kohn-Sham gap (spin up / spin down) = 0.179 / 0.180 Ha
Charge = -1
E_HOMO (spin up / spin down) = -4.5883 / -4.5924 eV
LUMO energy (spin up / spin down) = 0.29 / 0.30 eV
Relative energy (zero: lowest compared OMol25 entry of this formula, charge and spin) = 15.7 kcal/mol

CARTESIAN COORDINATES (ANGSTROEM)
Au -0.189 -0.404 0.410
O 1.352 3.408 -1.599
C 1.316 2.142 -1.163
O 0.644 1.291 -1.687
C 2.181 1.878 0.017
C 3.148 2.746 0.507
C 3.843 2.375 1.651
C 3.548 1.168 2.258
C 2.568 0.360 1.688
N 1.930 0.713 0.596
C 2.161 -0.980 2.315
O 2.922 -1.468 3.137
O 1.067 -1.459 1.910
H 0.672 3.527 -2.283
H 3.350 3.674 -0.002
H 4.599 3.028 2.066
H 4.030 0.827 3.160
O -1.873 0.302 -0.712
S -2.544 1.142 0.320
O -3.391 0.398 1.215
O -3.132 2.323 -0.260
S -0.903 1.717 1.470
C -3.267 -3.064 0.733
C -2.253 -3.802 1.606
C -1.784 -2.885 2.742
C -1.063 -4.350 0.864
C -0.618 -5.624 1.150
C 0.519 -6.150 0.553
C 1.210 -5.396 -0.389
C 0.829 -4.112 -0.704
C 1.608 -3.343 -1.742
C 2.392 -2.213 -1.072
C 0.719 -2.772 -2.849
C -0.331 -3.533 -0.073
O -0.746 -2.378 -0.391
H -4.141 -2.818 1.332
H -3.586 -3.685 -0.103
H -2.863 -2.132 0.352
H -2.766 -4.662 2.059
H -1.181 -2.074 2.344
H -1.179 -3.433 3.462
H -2.647 -2.453 3.243
H -1.168 -6.226 1.863
H 0.863 -7.144 0.802
H 2.068 -5.832 -0.887
H 2.323 -4.044 -2.198
H 1.700 -1.443 -0.739
H 3.091 -1.757 -1.771
H 2.941 -2.581 -0.207
H 0.057 -2.015 -2.437
H 0.115 -3.556 -3.302
H 1.336 -2.313 -3.620

Forces on atoms 1 to 6 (eV/Å):
-1.911 -1.243 0.822
0.151 0.478 0.128
-0.520 -0.346 -0.712
0.278 0.353 -0.048
0.484 0.176 0.297
-0.185 -0.082 -0.221

***

[2]
C19H21BCl27F7N3O3 | wB97M-V/def2-TZVPD

Output
Kohn-Sham gap = 0.255 Ha
Charge = -1
E_HOMO = -5.3559 eV
LUMO energy = 1.59 eV
Relative energy (zero: lowest compared OMol25 entry of this formula, charge and spin) = 0.0 kcal/mol

CARTESIAN COORDINATES (ANGSTROEM)
N -5.501 -0.556 4.116
C -4.907 -1.204 3.330
O -4.243 -1.905 2.447
C -2.796 -1.549 2.309
O -2.438 -0.446 2.962
B -1.116 -0.048 2.337
C -0.869 1.563 2.299
C 0.227 2.099 3.206
N 0.115 1.535 4.576
O -1.292 -0.566 0.907
C -2.481 -1.303 0.811
C -2.095 -2.637 0.142
C -1.317 -2.522 -1.120
N -1.711 -2.999 -2.236
C -3.492 -0.360 0.059
F -2.789 0.560 -0.682
F -4.243 0.363 0.958
C -4.458 -1.031 -0.963
F -4.919 -2.237 -0.534
F -3.852 -1.123 -2.180
C -5.733 -0.148 -1.196
F -6.350 -0.632 -2.333
F -5.429 1.154 -1.448
F -6.637 -0.261 -0.191
H -2.275 -2.424 2.711
H -0.240 -0.701 2.903
H -1.817 2.061 2.529
H -0.627 1.846 1.280
H 1.237 1.862 2.851
H 0.169 3.192 3.282
H 0.676 2.101 5.200
H -0.846 1.680 4.870
H -2.934 -3.319 0.016
H -1.431 -3.116 0.859
H -0.361 -2.015 -1.045
H -1.007 -2.808 -2.946
C -7.033 -3.749 -3.704
Cl -5.363 -4.288 -3.607
Cl -7.485 -3.380 -5.373
Cl -8.130 -4.954 -3.017
H -7.127 -2.841 -3.124
C 4.715 2.017 1.806
Cl 3.013 1.597 1.660
Cl 4.984 3.709 1.375
Cl 5.304 1.696 3.447
H 5.286 1.402 1.124
C 1.855 1.838 -2.162
Cl 3.332 2.548 -2.832
Cl 2.125 0.167 -1.679
Cl 1.292 2.752 -0.771
H 1.097 1.854 -2.930
C -1.286 5.700 5.374
Cl 0.146 5.060 6.187
Cl -1.080 5.668 3.626
Cl -2.728 4.806 5.853
H -1.409 6.729 5.681
C 5.556 6.189 -2.296
Cl 3.987 5.578 -1.799
Cl 6.444 4.963 -3.209
Cl 5.394 7.672 -3.244
H 6.128 6.422 -1.408
C -1.683 1.875 -5.465
Cl -1.568 3.543 -4.906
Cl -2.074 1.813 -7.185
Cl -0.187 1.003 -5.132
H -2.481 1.390 -4.919
C 4.648 -1.955 2.687
Cl 6.240 -2.596 3.116
Cl 4.631 -1.390 1.018
Cl 3.394 -3.165 2.949
H 4.438 -1.108 3.328
C 6.677 -4.949 -0.636
Cl 8.264 -5.418 -0.016
Cl 5.496 -4.864 0.665
Cl 6.783 -3.416 -1.507
H 6.355 -5.708 -1.336
C 4.092 -3.689 -3.531
Cl 3.488 -2.799 -4.930
Cl 3.386 -3.074 -2.043
Cl 3.782 -5.419 -3.707
H 5.163 -3.546 -3.477

Forces on atoms 1 to 6 (eV/Å):
1.267 -1.764 -1.920
-0.552 1.171 1.053
-0.675 0.784 1.079
-0.410 0.366 -0.026
-0.511 0.305 0.156
0.495 0.175 -0.174

***

[3]
C19H21Br21N3O5 | wB97M-V/def2-TZVPD

Output
Kohn-Sham gap = 0.218 Ha
Charge = +1
E_HOMO = -11.4103 eV
LUMO energy = -5.47 eV

CARTESIAN COORDINATES (ANGSTROEM)
N 5.630 -3.766 -0.215
C 4.453 -4.724 -0.486
O 3.784 -5.129 0.613
C 4.037 -5.222 -2.011
C 2.498 -4.683 -2.358
C 2.294 -3.166 -1.698
C 3.239 -1.953 -2.266
N 3.161 -0.523 -1.690
C 2.226 -0.101 -0.577
C 2.127 1.385 0.108
C 2.379 2.642 -0.915
O 3.720 2.701 -1.515
C 1.200 -1.261 0.054
C 1.228 -2.802 -0.505
C 0.262 -3.977 0.117
O 0.716 -4.706 1.151
O -1.098 -4.251 -0.384
N -1.888 -3.362 0.291
C -2.818 -2.989 -0.686
O -3.790 -2.462 -1.434
H 5.223 -2.825 0.060
H 6.138 -4.094 0.657
H 4.753 -4.633 -2.758
H 4.108 -6.389 -2.142
H 1.691 -5.451 -1.936
H 2.321 -4.667 -3.533
H 4.026 -2.184 -3.111
H 3.816 0.165 -2.124
H 2.797 1.422 1.094
H 1.006 1.497 0.501
H 1.506 2.713 -1.724
H 2.260 3.631 -0.258
H 4.379 2.109 -1.045
H 0.438 -1.012 0.919
C -4.268 1.199 -1.762
Br -6.030 1.484 -2.536
Br -2.874 2.090 -2.786
Br -4.214 1.697 0.118
H -4.066 0.124 -1.814
C -5.258 3.594 -5.882
Br -5.845 2.218 -7.125
Br -4.186 4.957 -6.766
Br -6.749 4.369 -4.902
H -4.610 3.106 -5.147
C -4.346 0.670 4.250
Br -2.794 -0.076 3.345
Br -4.671 -0.196 5.961
Br -4.218 2.603 4.431
H -5.215 0.465 3.617
C 1.240 1.621 4.593
Br 1.740 3.453 4.174
Br -0.404 1.538 5.629
Br 1.145 0.514 2.996
H 2.035 1.208 5.222
C -1.760 5.960 3.810
Br -1.260 7.792 3.391
Br -3.404 5.877 4.846
Br -1.855 4.852 2.213
H -0.965 5.547 4.438
C -2.977 -7.112 1.355
Br -3.564 -8.488 0.113
Br -1.905 -5.749 0.472
Br -4.468 -6.337 2.335
H -2.330 -7.600 2.091
C 2.064 7.447 -0.122
Br 3.672 7.136 -1.171
Br 0.475 7.535 -1.242
Br 1.870 6.144 1.309
H 2.175 8.428 0.351

Forces on atoms 1 to 6 (eV/Å):
-1.522 -0.651 0.024
-2.522 -1.521 6.104
3.659 1.981 -7.222
0.178 1.695 0.034
-0.303 -0.040 0.450
0.265 3.307 0.463

***

[4]
C19H21ClN2 | wB97M-V/def2-TZVPD

Output
Kohn-Sham gap = 0.317 Ha
E_HOMO = -7.8066 eV
LUMO energy = 0.81 eV
Structure (SMILES) = C[C@H]1CN2CCN(C)c3ccc(Cl)cc3[C@H]2c2ccccc21

CARTESIAN COORDINATES (ANGSTROEM)
Cl 3.019 -4.341 2.969
C 0.017 -0.282 -2.741
C 0.124 1.026 -3.325
C 0.473 -3.187 3.088
C -0.466 -2.164 2.728
C 2.075 -2.063 1.696
C 0.578 -0.476 -1.516
C 0.699 2.059 -2.627
C 1.724 -3.129 2.539
C -0.058 -1.133 1.831
C 1.171 -1.046 1.367
C 1.158 0.500 -0.726
C 1.236 1.810 -1.370
N -0.998 -0.109 1.611
N 1.719 1.428 1.323
C -2.009 -0.470 0.680
C 1.793 0.168 0.642
C 0.447 4.088 -0.098
C -0.747 1.267 2.125
C 0.751 1.532 2.480
C 2.263 2.665 0.768
C 1.626 3.065 -0.516
H -0.606 -1.091 -3.142
H -0.389 1.246 -4.270
H 0.334 -3.898 3.784
H -1.411 -2.176 3.123
H 3.084 -2.029 1.350
H 0.656 -1.584 -1.228
H 0.585 2.995 -3.068
H -1.728 -1.026 -0.149
H -2.866 -0.867 1.237
H -2.225 0.451 0.192
H 2.857 0.025 0.427
H 0.808 4.934 0.328
H -0.251 3.761 0.641
H -0.081 4.429 -1.019
H -1.048 1.895 1.273
H -1.336 1.494 3.041
H 0.821 2.562 2.948
H 1.037 0.823 3.327
H 3.335 2.571 0.620
H 2.322 3.397 1.578
H 2.261 3.632 -1.168

Forces on atoms 1 to 6 (eV/Å):
-1.317 1.053 -0.355
-0.583 2.050 -1.430
-1.414 -2.071 -0.174
-0.718 3.240 -2.247
4.219 -1.285 -1.267
-0.066 -1.010 0.663

***

- Number 2 is which compound?
  C19H21BCl27F7N3O3